[1]
Density functional theory data (wB97M-V/def2-TZVPD) for a structure of composition C48H45I2MnN4O2STe.

The spin multiplicity is 5. As for the charge: 0. Its HOMO energy (spin up / spin down) is -0.2635 / -0.2651 Eh. The gap between HOMO and LUMO (spin up / spin down) is 0.2711 / 0.2717 Eh.

CARTESIAN COORDINATES (ANGSTROEM)
1 Mn -20.53 -8.07 -0.50
2 I -23.33 -9.64 -7.69
3 C -22.60 -8.85 -5.81
4 C -22.60 -7.44 -5.59
5 C -22.35 -6.96 -4.31
6 I -22.44 -4.86 -3.92
7 C -21.94 -7.80 -3.20
8 O -21.69 -7.37 -2.03
9 C -21.76 -9.18 -3.52
10 C -21.46 -10.09 -2.38
11 N -20.10 -9.71 -1.89
12 C -19.29 -10.78 -1.27
13 C -18.36 -10.19 -0.22
14 C -17.33 -11.00 0.29
15 C -16.65 -10.52 1.42
16 C -17.07 -9.36 1.99
17 C -18.11 -8.61 1.43
18 N -18.72 -9.00 0.31
19 C -22.19 -9.68 -4.77
20 H -22.96 -6.76 -6.30
21 H -21.49 -11.13 -2.64
22 H -22.15 -9.97 -1.58
23 H -19.63 -9.35 -2.69
24 H -18.70 -11.34 -2.02
25 H -19.86 -11.52 -0.70
26 H -17.02 -11.95 -0.26
27 H -15.83 -11.08 1.90
28 H -16.61 -8.93 2.89
29 H -18.51 -7.73 1.91
30 H -22.22 -10.75 -4.97
31 C -31.26 -10.34 -2.71
32 C -29.95 -10.31 -2.00
33 C -28.95 -11.31 -2.35
34 C -27.75 -11.46 -1.69
35 C -26.82 -12.61 -2.01
36 C -27.45 -10.56 -0.62
37 Te -25.48 -10.54 0.30
38 N -21.65 -9.26 0.62
39 C -21.70 -8.32 1.49
40 O -21.02 -7.19 1.20
41 C -22.54 -8.33 2.75
42 C -22.55 -7.22 3.58
43 C -23.35 -7.21 4.73
44 C -24.01 -8.40 5.09
45 C -24.02 -9.52 4.27
46 C -23.26 -9.46 3.11
47 C -25.14 -8.55 -0.31
48 C -24.86 -7.64 0.72
49 C -24.59 -6.30 0.43
50 C -24.53 -5.82 -0.85
51 C -24.85 -6.69 -1.89
52 C -25.13 -8.03 -1.66
53 C -25.57 -8.86 -2.81
54 C -28.30 -9.50 -0.36
55 C -28.07 -8.48 0.74
56 C -29.55 -9.45 -0.99
57 H -31.12 -9.98 -3.75
58 H -31.97 -9.67 -2.24
59 H -31.56 -11.38 -2.83
60 H -29.16 -12.02 -3.21
61 H -27.32 -13.26 -2.69
62 H -26.79 -13.21 -1.08
63 H -25.82 -12.36 -2.25
64 H -22.05 -6.31 3.24
65 H -23.37 -6.33 5.37
66 H -24.57 -8.50 6.03
67 H -24.68 -10.35 4.38
68 H -23.31 -10.26 2.38
69 H -24.85 -7.95 1.78
70 H -24.43 -5.64 1.29
71 H -24.30 -4.76 -1.07
72 H -24.86 -6.39 -2.93
73 H -24.97 -8.56 -3.64
74 H -26.57 -8.67 -3.10
75 H -25.42 -9.90 -2.66
76 H -27.24 -8.71 1.42
77 H -28.97 -8.39 1.32
78 H -28.01 -7.44 0.40
79 H -30.20 -8.64 -0.73
80 N -19.21 -6.37 -1.07
81 S -19.92 -5.02 -1.40
82 C -18.97 -4.03 -2.56
83 C -19.34 -2.74 -2.77
84 C -18.79 -2.05 -3.85
85 C -17.84 -2.65 -4.65
86 C -17.49 -3.98 -4.45
87 C -18.14 -4.70 -3.45
88 C -19.80 -3.89 -0.01
89 C -20.95 -3.52 0.57
90 C -21.00 -2.69 1.71
91 C -19.77 -2.27 2.24
92 C -18.56 -2.69 1.62
93 C -18.58 -3.47 0.49
94 H -18.29 -6.23 -0.67
95 H -20.16 -2.29 -2.16
96 H -19.08 -1.05 -4.07
97 H -17.40 -2.09 -5.43
98 H -16.82 -4.43 -5.18
99 H -17.90 -5.73 -3.35
100 H -21.91 -3.83 0.10
101 H -21.96 -2.60 2.17
102 H -19.81 -1.62 3.16
103 H -17.65 -2.48 2.09
104 H -17.71 -3.78 -0.02

Results of the Mulliken charge analysis, in e, for atoms 1 through 6: Mn 0.3649; I -0.0027; C -0.7977; C -0.2343; C -0.3722; I 0.0072

---

[2]
Density functional theory data (wB97M-V/def2-TZVPD) for a structure of composition C48H45N4O7P2S3ScSi.

The spin multiplicity is 1. As for the charge: -2. Its HOMO energy is -0.1176 Eh. The gap between HOMO and LUMO is 0.2595 Eh.

CARTESIAN COORDINATES (ANGSTROEM)
1 Sc -1.47 0.45 0.01
2 C 1.43 -2.80 2.12
3 N 0.68 -1.79 1.41
4 P 1.25 0.31 -0.75
5 C 2.63 0.63 0.41
6 C 3.54 -0.34 0.84
7 C 4.55 -0.01 1.72
8 C 4.68 1.29 2.20
9 C 3.78 2.26 1.80
10 C 2.76 1.93 0.91
11 C 1.79 -1.07 -1.83
12 C 2.34 -0.84 -3.09
13 C 2.67 -1.89 -3.93
14 C 2.46 -3.20 -3.52
15 C 1.90 -3.45 -2.28
16 C 1.56 -2.39 -1.44
17 P -0.40 -0.89 2.20
18 C 0.32 -0.46 3.87
19 C -0.08 -1.02 5.08
20 C 0.60 -0.74 6.26
21 C 1.70 0.10 6.25
22 C 2.13 0.65 5.05
23 C 1.44 0.36 3.87
24 C -1.84 -1.91 2.73
25 C -2.00 -3.18 2.19
26 C -3.15 -3.92 2.43
27 C -4.17 -3.39 3.21
28 C -4.03 -2.11 3.74
29 C -2.88 -1.38 3.50
30 H 2.01 -3.41 1.41
31 H 0.83 -3.50 2.71
32 H 2.16 -2.36 2.82
33 H 3.44 -1.36 0.48
34 H 5.24 -0.78 2.04
35 H 5.47 1.54 2.89
36 H 3.85 3.27 2.17
37 H 2.05 2.69 0.62
38 H 2.47 0.16 -3.45
39 H 3.08 -1.69 -4.91
40 H 2.69 -4.03 -4.18
41 H 1.67 -4.46 -1.97
42 H 1.06 -2.56 -0.49
43 H -0.93 -1.69 5.10
44 H 0.27 -1.19 7.19
45 H 2.23 0.32 7.17
46 H 3.00 1.30 5.02
47 H 1.81 0.77 2.94
48 H -1.24 -3.56 1.52
49 H -3.26 -4.90 1.98
50 H -5.07 -3.95 3.38
51 H -4.83 -1.67 4.33
52 H -2.79 -0.37 3.89
53 O -0.30 6.90 3.28
54 C -0.76 6.72 2.14
55 O -1.34 7.52 1.38
56 C -0.76 5.26 1.66
57 C -0.33 4.23 2.49
58 C -0.35 2.92 2.03
59 N -0.78 2.59 0.81
60 C -1.23 3.57 0.02
61 C -1.22 4.90 0.39
62 C -1.80 3.11 -1.30
63 O -1.95 3.86 -2.24
64 O -2.10 1.83 -1.28
65 H 0.03 4.48 3.48
66 H -0.03 2.10 2.66
67 H -1.58 5.66 -0.28
68 O -2.95 1.03 1.34
69 N -4.24 0.94 1.02
70 C -5.05 1.92 1.47
71 C -6.39 1.89 1.22
72 C -6.89 0.80 0.49
73 C -6.05 -0.17 0.04
74 C -4.65 -0.13 0.29
75 S -3.53 -1.26 -0.28
76 H -4.53 2.70 2.02
77 H -7.01 2.69 1.58
78 H -7.95 0.74 0.27
79 H -6.41 -1.01 -0.54
80 C 4.60 1.78 -1.89
81 Si 3.02 2.58 -2.46
82 C 3.01 2.56 -4.34
83 C 2.98 4.35 -1.91
84 C 1.43 1.79 -1.82
85 H 5.42 2.15 -2.52
86 H 4.57 0.69 -1.98
87 H 4.83 2.02 -0.85
88 H 3.53 3.44 -4.72
89 H 1.99 2.58 -4.74
90 H 3.50 1.67 -4.75
91 H 3.82 4.92 -2.32
92 H 3.03 4.42 -0.82
93 H 2.06 4.84 -2.22
94 H 0.95 2.59 -1.24
95 H 0.75 1.63 -2.67
96 O -3.13 -5.15 -2.37
97 S -1.78 -4.67 -2.40
98 O -0.77 -5.49 -1.78
99 N -1.69 -3.14 -1.86
100 C -1.39 -2.29 -2.82
101 S -1.27 -0.62 -2.67
102 C -1.15 -2.95 -4.16
103 C -0.80 -2.38 -5.37
104 C -0.61 -3.22 -6.46
105 C -0.78 -4.60 -6.34
106 C -1.14 -5.17 -5.13
107 C -1.32 -4.31 -4.06
108 H -0.67 -1.31 -5.44
109 H -0.33 -2.80 -7.42
110 H -0.63 -5.24 -7.21
111 H -1.28 -6.24 -5.02

Results of the Mulliken charge analysis, in e, for atoms 1 through 6: Sc -0.5029; C -1.3740; N 0.0392; P 1.8050; C 1.8588; C -1.1129